No. 1
Formula: C24H35IrN2O2P2S4
Source: OMol25
Level of theory: ωB97M-V/def2-TZVPD

```
70
Properties=species:S:1:pos:R:3
Ir -0.1060 -0.2704 0.1382
S 0.1215 -1.3255 4.8820
S 0.2800 0.2299 2.3603
S -1.5852 -1.9710 0.9063
S -1.7125 -3.5189 3.4349
P 1.2830 1.4834 -0.4000
P -1.5536 0.4644 -1.5140
O -1.2021 -3.4490 6.1805
O 1.4739 -1.6045 -0.3489
N 1.3617 3.0558 -2.6976
N -1.0978 2.2859 -3.5913
C -2.9400 1.5123 -0.9438
C -3.5167 -1.4473 -1.9783
C 3.9001 2.6183 -0.5583
C 3.5531 0.5360 0.7857
C 0.6944 2.1482 -2.0401
C 3.1485 1.2807 -0.4971
C -0.4108 3.1946 -4.2860
C 1.0374 2.9708 0.6374
C 3.4834 0.4443 -1.7452
C -2.8541 -0.2149 -4.0105
C -1.3071 -2.7202 5.2059
C 1.3645 -2.9963 -0.3506
C -0.5991 1.7174 -2.5296
C -0.2080 4.6999 -6.1437
C 2.0339 -3.5532 0.9026
C -1.1757 -2.1074 2.6071
C -2.3277 -0.7934 -2.7012
C 2.0309 -3.5419 -1.6272
C 1.6291 4.5477 -4.5603
C -0.9486 3.7791 -5.4604
C 0.8865 3.5860 -3.8289
C -0.3705 -1.1554 3.2521
C -1.2313 -1.8360 -2.9893
C 1.0864 5.0842 -5.6926
H 4.9637 2.4109 -0.7144
H -3.5871 0.5819 -3.8404
H -0.3537 -1.3740 -3.4555
H -3.5980 0.8934 -0.3290
H 3.5568 3.2381 -1.3718
H -3.3538 -1.0185 -4.5631
H -4.3518 -0.7461 -1.8718
H 1.4937 -3.2199 1.7953
H 2.0384 -4.6473 0.8839
H 1.9433 -4.6332 -1.6832
H 3.0667 -3.1912 0.9605
H 4.6380 0.4007 0.7918
H 3.2811 1.1061 1.6818
H 2.6136 4.8270 -4.1899
H -3.4954 1.9504 -1.7672
H -0.9165 -2.3301 -2.0672
H -0.6020 5.1537 -7.0475
H -1.6146 -2.5959 -3.6764
H 3.0682 -0.4475 0.8322
H 1.6414 5.8214 -6.2666
H -3.2444 -1.8241 -1.0056
H 2.9262 -0.4894 -1.7246
H 4.5536 0.2118 -1.7532
H 3.8117 3.1727 0.3836
H -0.0334 3.1413 0.7580
H 3.2610 0.9932 -2.6665
H 1.5476 -3.1041 -2.5029
H 1.4600 2.7791 1.6278
H -2.5272 2.3062 -0.3223
H -3.8700 -2.2903 -2.5804
H 3.0939 -3.2783 -1.6382
H 0.3014 -3.2967 -0.3440
H -1.9393 3.4662 -5.7832
H 1.5051 3.8473 0.1972
H -2.0608 0.1729 -4.6305
```

Its HOMO energy (alpha / beta) is -0.2042 / -0.2951 Ha. The charge is 0. As for the expectation value of S²: 6.024. As for the calculated total energy: -3575.275864 hartree. The multiplicity is 5.

No. 2
Formula: C24H35N11O
Source: OMol25
Level of theory: ωB97M-V/def2-TZVPD

```
71
Properties=species:S:1:pos:R:3
O 1.4862 -0.2189 3.0214
N -0.0053 -1.6526 7.9671
N 1.7234 -3.3467 12.6917
N 3.1208 -0.0520 -7.7116
N -2.2270 2.1878 -1.3156
N -3.9549 -2.8232 -1.8633
N 0.2028 3.3225 1.2680
N 4.8395 5.2660 3.0714
N 1.2537 2.5152 -2.5971
N 1.6071 0.8107 -1.7623
N -5.6985 -6.9715 1.9590
N -0.0713 -1.8375 -3.3429
C -0.0058 5.3086 -0.4317
C -5.9778 -5.0286 0.2148
C -0.0388 0.0414 0.1828
C 1.8848 -0.5906 1.6883
C -1.5241 -0.1867 -0.2744
C 0.7691 0.4616 -1.0393
C 1.1439 3.3483 -3.3906
C 1.5754 -0.3264 -9.8167
C 4.3208 4.3205 2.6770
C 3.6537 3.1044 2.1693
C 2.4443 -0.1714 -8.6319
C -4.2240 -0.8755 -3.6018
C 1.0031 4.4146 -4.4065
C 1.3497 -0.7421 -5.2581
C -1.9948 1.1643 -0.8473
C -5.8207 -6.1218 1.1963
C 1.4044 -0.5680 6.0355
C 0.5472 -1.3627 -4.1848
C 0.1145 4.1956 0.5265
C -4.0757 -1.9736 -2.6260
C 0.1192 -3.5795 10.6254
C 0.6156 -1.1700 0.9178
C 0.6113 -1.1781 7.1223
C 1.0217 -3.4485 11.7880
H 0.4079 -2.8724 9.8486
H 1.9869 4.7849 -4.6927
H -6.5676 -4.2229 0.6499
H 1.1868 0.3346 -5.2642
H 1.8695 0.3859 -10.5863
H 1.6672 -1.3369 -10.2125
H 3.7599 2.2945 2.8908
H 2.5935 3.3025 2.0095
H 0.4170 5.2375 -3.9993
H 4.1052 2.8007 1.2252
H -0.9067 -3.3748 10.9281
H 0.1766 -4.5910 10.2248
H 0.9856 5.6652 -0.7098
H 1.0585 -1.1521 -6.2229
H -4.8107 -0.0688 -3.1643
H -2.1466 -0.5095 0.5880
H 2.4070 -0.9399 -5.0931
H -1.6294 -0.9329 -1.1009
H 1.0256 0.6287 2.9366
H 2.2385 0.3492 1.1843
H 0.4998 4.0220 -5.2894
H 0.5375 -0.1447 -9.5406
H 1.0205 -1.9336 0.2170
H -0.0191 -1.6300 1.7072
H 2.4609 -0.7897 6.1797
H 2.7406 -1.2964 1.6580
H 1.2642 0.5122 6.0369
H 1.0862 -0.9662 5.0750
H -6.4842 -5.4001 -0.6749
H -5.0001 -4.6403 -0.0689
H -4.7291 -1.2408 -4.4950
H -0.5656 6.1265 0.0200
H -0.0598 0.8884 0.9180
H -0.5284 4.9677 -1.3251
H -3.2417 -0.4930 -3.8779
```

Its HOMO energy is -0.3385 Ha. The charge is 0. Its structure (SMILES) is N#CC[C@H](C#N)CCO.CC#N.CC#N.CC#N.CC#N.CC#N.CC#N.CC#N.CC#N.CC#N. As for the calculated total energy: -1612.871707 hartree. The multiplicity is 1.

No. 3
Formula: C24H35N2O6RuS2Si
Source: OMol25
Level of theory: ωB97M-V/def2-TZVPD

```
71
Properties=species:S:1:pos:R:3
Ru 0.2845 -0.9445 -0.2821
S 1.4944 0.8592 1.1371
S 2.6305 -1.3319 -0.9020
Si -1.7116 -1.0817 -3.0879
O -1.8655 -1.0754 0.1353
O -0.9858 -4.8608 -0.0255
O -0.6540 1.2010 -0.8224
O 0.2838 -3.0372 -0.1048
O -0.1117 -1.4474 2.5650
O -3.8254 -2.0599 0.4939
N 0.6711 2.9602 -1.3735
N -0.9952 3.1370 0.2682
C 1.4810 2.1314 -2.2459
C -0.1062 -3.0257 4.2302
C -1.3202 -2.0796 4.4304
C -2.8172 -2.5694 -2.8181
C 4.1132 1.2414 1.8488
C -0.0313 -1.3043 -2.3362
C -1.4581 -1.4734 3.0184
C 5.9670 0.0584 0.8891
C -2.0151 2.4929 1.0689
C -2.6467 -1.8405 0.7935
C 0.1608 -2.8350 2.7290
C 3.2056 0.5378 1.0488
C -0.7964 4.5573 0.4102
C -0.9539 -3.5169 1.9206
C -2.7410 0.4528 -2.7262
C -0.5505 -3.8262 0.4729
C -2.1265 -2.4959 2.0868
C 0.6377 4.9131 0.0653
C 5.4811 1.0125 1.7782
C -0.3364 2.3749 -0.6635
C 5.0778 -0.6456 0.0891
C 3.6970 -0.4245 0.1475
C 0.9333 4.3786 -1.3245
C -1.4682 -0.9695 -4.9822
H 5.4435 -1.3951 -0.6050
H -1.4834 5.1225 -0.2404
H -3.1150 -2.6414 -1.7698
H 0.1692 -2.3787 -2.2561
H 7.0320 -0.1387 0.8202
H -2.9963 -2.9513 2.5582
H 0.7888 -0.8347 -2.8824
H -2.2280 -2.6064 4.7304
H 6.1595 1.5686 2.4172
H -2.4270 -0.8048 -5.4856
H -2.2964 -3.4952 -3.0792
H -2.1989 1.3710 -2.9679
H 1.9817 4.5363 -1.5848
H -1.0285 4.8326 1.4419
H 0.7537 -2.6846 4.8078
H -1.0280 -1.8864 -5.3860
H 0.7809 5.9959 0.0978
H -1.8913 2.7922 2.1129
H -3.6604 0.4234 -3.3211
H -0.3179 -4.0638 4.4922
H -1.2159 -4.4773 2.3657
H 1.3956 1.0916 -1.9388
H 1.1725 2.2174 -3.2949
H -3.0000 0.4822 -1.6679
H -1.1049 -1.3059 5.1685
H 1.3100 4.4357 0.7810
H 0.3254 4.9200 -2.0666
H 1.1712 -3.0540 2.3933
H -0.8032 -0.1404 -5.2454
H -3.7251 -2.4995 -3.4263
H 2.5257 2.4303 -2.1445
H 3.7158 1.9791 2.5380
H -1.8959 1.4148 0.9840
H -3.0259 2.7545 0.7346
H -1.8850 -0.4729 2.9864
```

Its HOMO energy (alpha / beta) is -0.0285 / -0.0250 Ha. The charge is -2. As for the expectation value of S²: 0.765. As for the calculated total energy: -2677.379176 hartree. The multiplicity is 2.

Question: Which formula does entry 1 have?
Answer: C24H35IrN2O2P2S4

Repeat the second record exactly.
Formula: C24H35N11O
Source: OMol25
Level of theory: ωB97M-V/def2-TZVPD

```
71
Properties=species:S:1:pos:R:3
O 1.4862 -0.2189 3.0214
N -0.0053 -1.6526 7.9671
N 1.7234 -3.3467 12.6917
N 3.1208 -0.0520 -7.7116
N -2.2270 2.1878 -1.3156
N -3.9549 -2.8232 -1.8633
N 0.2028 3.3225 1.2680
N 4.8395 5.2660 3.0714
N 1.2537 2.5152 -2.5971
N 1.6071 0.8107 -1.7623
N -5.6985 -6.9715 1.9590
N -0.0713 -1.8375 -3.3429
C -0.0058 5.3086 -0.4317
C -5.9778 -5.0286 0.2148
C -0.0388 0.0414 0.1828
C 1.8848 -0.5906 1.6883
C -1.5241 -0.1867 -0.2744
C 0.7691 0.4616 -1.0393
C 1.1439 3.3483 -3.3906
C 1.5754 -0.3264 -9.8167
C 4.3208 4.3205 2.6770
C 3.6537 3.1044 2.1693
C 2.4443 -0.1714 -8.6319
C -4.2240 -0.8755 -3.6018
C 1.0031 4.4146 -4.4065
C 1.3497 -0.7421 -5.2581
C -1.9948 1.1643 -0.8473
C -5.8207 -6.1218 1.1963
C 1.4044 -0.5680 6.0355
C 0.5472 -1.3627 -4.1848
C 0.1145 4.1956 0.5265
C -4.0757 -1.9736 -2.6260
C 0.1192 -3.5795 10.6254
C 0.6156 -1.1700 0.9178
C 0.6113 -1.1781 7.1223
C 1.0217 -3.4485 11.7880
H 0.4079 -2.8724 9.8486
H 1.9869 4.7849 -4.6927
H -6.5676 -4.2229 0.6499
H 1.1868 0.3346 -5.2642
H 1.8695 0.3859 -10.5863
H 1.6672 -1.3369 -10.2125
H 3.7599 2.2945 2.8908
H 2.5935 3.3025 2.0095
H 0.4170 5.2375 -3.9993
H 4.1052 2.8007 1.2252
H -0.9067 -3.3748 10.9281
H 0.1766 -4.5910 10.2248
H 0.9856 5.6652 -0.7098
H 1.0585 -1.1521 -6.2229
H -4.8107 -0.0688 -3.1643
H -2.1466 -0.5095 0.5880
H 2.4070 -0.9399 -5.0931
H -1.6294 -0.9329 -1.1009
H 1.0256 0.6287 2.9366
H 2.2385 0.3492 1.1843
H 0.4998 4.0220 -5.2894
H 0.5375 -0.1447 -9.5406
H 1.0205 -1.9336 0.2170
H -0.0191 -1.6300 1.7072
H 2.4609 -0.7897 6.1797
H 2.7406 -1.2964 1.6580
H 1.2642 0.5122 6.0369
H 1.0862 -0.9662 5.0750
H -6.4842 -5.4001 -0.6749
H -5.0001 -4.6403 -0.0689
H -4.7291 -1.2408 -4.4950
H -0.5656 6.1265 0.0200
H -0.0598 0.8884 0.9180
H -0.5284 4.9677 -1.3251
H -3.2417 -0.4930 -3.8779
```

Its HOMO energy is -0.3385 Ha. The charge is 0. Its structure (SMILES) is N#CC[C@H](C#N)CCO.CC#N.CC#N.CC#N.CC#N.CC#N.CC#N.CC#N.CC#N.CC#N. As for the calculated total energy: -1612.871707 hartree. The multiplicity is 1.

Question: Which of these has the lowest calculated total energy?
Answer: C24H35IrN2O2P2S4